Record 1
C6H14O | wB97M-V/def2-TZVPD

Last column: Mulliken charge in e.
Element x y z (Å)
C (-2.56190, -0.56889, 0.52752)  -1.12
C (-1.55506, -0.15086, 1.65667)  -0.52
C (-0.14442, -0.75714, 1.54177)  -0.62
C (0.73012, -0.01857, 0.51886)  -0.69
C (0.59840, -0.57723, -0.94479)  -0.56
C (0.91363, 0.66563, -1.79007)  -0.62
O (2.18122, 1.20648, -1.37231)  -0.52
H (-2.27663, 0.05462, -0.32070)  0.23
H (-3.52137, -0.13590, 0.84342)  0.36
H (-2.59213, -1.65079, 0.35028)  0.31
H (-1.69881, 0.92490, 1.68460)  0.33
H (-1.95419, -0.44641, 2.63566)  0.39
H (-0.25235, -1.79350, 1.19393)  0.27
H (0.22399, -0.56651, 2.57178)  0.32
H (1.74781, -0.19742, 0.83489)  0.32
H (0.52629, 1.02856, 0.70177)  0.45
H (-0.35533, -1.04844, -1.18188)  0.36
H (1.39782, -1.28116, -1.19167)  0.29
H (1.09369, 0.44368, -2.83886)  0.36
H (0.12828, 1.41272, -1.75040)  0.37
H (2.29181, 2.12576, -1.61175)  0.29

Atoms 1-2, force components in eV/Å:
C 0.6 1.2 1.2
C -1.5 -1.3 -0.3

Properties
SMILES: CCCCCCO
gap between HOMO and LUMO: 11.042 eV
net charge: 0
HOMO energy: -10.04 eV

=====

Record 2
C3H4O | wB97M-V/def2-TZVPD

Last column: Mulliken charge in e.
Element x y z (Å)
C (1.05094, 0.82958, 0.37758)  -0.90
C (-0.10671, 0.32987, -0.01380)  0.44
C (-0.77401, -0.83837, -0.33833)  -0.05
O (-1.45318, 0.47086, -0.19189)  -0.40
H (1.14939, 1.82349, 0.52273)  0.30
H (2.03243, 0.33612, 0.34953)  0.24
H (-0.81072, -1.40678, -1.38484)  0.22
H (-1.08814, -1.54477, 0.67902)  0.17

Atoms 1-2, force components in eV/Å:
C -0.1 -1.5 -0.9
C 1.7 -0.1 0.3

Properties
SMILES: C=C1CO1
gap between HOMO and LUMO: 10.537 eV
net charge: 0
HOMO energy: -9.49 eV

=====

Record 3
C23H31N3O2 | wB97M-V/def2-TZVPD

Last column: Mulliken charge in e.
Element x y z (Å)
C (5.86546, -6.92457, -0.57411)  -1.31
C (4.41733, -6.52816, -0.79004)  0.82
O (3.49805, -7.30793, -0.70167)  -0.61
N (4.28814, -5.20254, -1.09018)  -0.18
C (3.13037, -4.46446, -1.36027)  1.09
C (1.85716, -5.02319, -1.35700)  -0.55
C (0.75775, -4.23031, -1.63246)  -0.83
C (0.89657, -2.88088, -1.92153)  0.38
C (-0.29157, -2.01458, -2.23660)  -1.14
N (-0.22874, -0.76200, -1.50241)  0.34
C (-0.38463, -0.95839, -0.07663)  -0.99
C (-0.15689, 0.36898, 0.62801)  -0.76
N (-1.11078, 1.38172, 0.19556)  0.38
C (-0.87818, 2.62348, 0.92764)  -0.91
C (-1.28987, 2.50372, 2.40376)  -0.78
C (-1.62322, 3.86103, 2.95598)  0.13
C (-0.73999, 4.54034, 3.78246)  -0.33
C (-1.05142, 5.80175, 4.26125)  -0.59
C (-2.25077, 6.39821, 3.91492)  -0.42
C (-3.13717, 5.72810, 3.08740)  -0.65
C (-2.82567, 4.46841, 2.61019)  -0.36
C (-1.03195, 1.54649, -1.26067)  0.51
C (-2.05929, 2.54753, -1.82065)  -1.13
C (-3.51912, 2.22925, -1.47276)  -0.60
O (-3.77512, 2.17583, -0.09586)  -0.63
C (-1.23176, 0.18477, -1.93916)  -1.31
C (2.17236, -2.32840, -1.92322)  -0.60
C (3.27589, -3.10661, -1.64340)  -0.68
H (6.44722, -6.73017, -1.47290)  0.33
H (6.29195, -6.35799, 0.25124)  0.33
H (5.91258, -7.98408, -0.34109)  0.35
H (5.14201, -4.66282, -1.13174)  0.18
H (1.73497, -6.07002, -1.13699)  0.52
H (-0.22617, -4.67674, -1.62304)  0.36
H (-0.27957, -1.77027, -3.30484)  0.39
H (-1.22580, -2.56643, -2.02755)  0.35
H (0.35491, -1.68513, 0.26610)  0.46
H (-1.39282, -1.34022, 0.16938)  0.27
H (-0.27250, 0.22529, 1.70297)  0.43
H (0.87732, 0.69866, 0.42588)  0.37
H (-1.49362, 3.40537, 0.48621)  0.52
H (0.17637, 2.94004, 0.85602)  0.29
H (-0.49268, 2.04953, 2.99363)  0.51
H (-2.17386, 1.86540, 2.46090)  0.43
H (0.19834, 4.07860, 4.05724)  0.35
H (-0.35564, 6.31909, 4.90609)  0.37
H (-2.49501, 7.38166, 4.28918)  0.37
H (-4.07545, 6.18930, 2.81529)  0.39
H (-3.51608, 3.94526, 1.96372)  0.44
H (-0.02262, 1.90756, -1.54003)  0.13
H (-1.82495, 3.55546, -1.47624)  0.44
H (-1.96278, 2.54957, -2.90817)  0.55
H (-4.16321, 3.01846, -1.87287)  0.43
H (-3.81624, 1.28380, -1.95140)  0.28
H (-3.08124, 1.61741, 0.29468)  0.48
H (-1.14173, 0.31813, -3.02026)  0.35
H (-2.24540, -0.19150, -1.71691)  0.30
H (2.28568, -1.27696, -2.13717)  0.43
H (4.26303, -2.66383, -1.64591)  0.28

Atoms 1-2, force components in eV/Å:
C -0.2 -0.2 0.0
C 0.5 0.0 0.1

Properties
SMILES: CC(=O)Nc1ccc(CN2CCN(CCc3ccccc3)[C@H](CCO)C2)cc1
gap between HOMO and LUMO: 9.095 eV
net charge: 0
HOMO energy: -8.43 eV

=====

Record 4
C18H28MnN5O7PS | wB97M-V/def2-TZVPD

Last column: Mulliken charge in e.
Element x y z (Å)
Mn (0.70019, 0.38389, 0.33640)  0.30
N (-0.50477, 2.22870, -4.21262)  -0.42
C (-0.02828, 2.07116, -2.88846)  0.32
S (-0.84214, 3.05528, -1.73479)  -0.58
N (0.89996, 1.17098, -2.83582)  -1.39
N (1.49360, 0.81201, -1.61100)  0.95
C (2.68109, 0.38200, -1.85160)  -0.43
C (3.71729, -0.00913, -0.91126)  0.68
C (4.87619, -0.58350, -1.43322)  -0.59
C (5.97264, -0.87944, -0.64317)  -0.72
C (5.90216, -0.55596, 0.71734)  -0.33
C (4.77904, 0.02454, 1.25845)  -0.72
C (3.62722, 0.30241, 0.47068)  0.22
O (2.58602, 0.83996, 0.98608)  -0.46
H (-0.90668, 3.14132, -4.35300)  0.19
H (0.19456, 1.97058, -4.89468)  0.26
H (2.96752, 0.34478, -2.90376)  0.21
H (4.90469, -0.79831, -2.49805)  0.30
H (6.85571, -1.34270, -1.06468)  0.35
H (6.74813, -0.77280, 1.36346)  0.33
H (4.71820, 0.26322, 2.31387)  0.40
N (0.45005, 2.27954, 1.28517)  -0.37
C (-0.09961, 2.17507, 2.64254)  -0.64
C (0.06792, 0.75083, 3.18565)  0.35
O (-0.03598, 0.55309, 4.41735)  -0.90
N (0.30551, -0.11682, 2.23091)  0.84
C (0.63692, -1.48035, 2.55779)  -0.59
C (1.00626, -2.26667, 1.29170)  0.38
O (1.16850, -3.48761, 1.38585)  -0.86
O (1.17233, -1.58324, 0.21406)  -0.60
H (1.45826, 2.39978, 1.32846)  0.46
H (0.05497, 3.01690, 0.71461)  0.17
H (-1.16218, 2.42146, 2.62891)  0.11
H (0.37265, 2.86149, 3.35140)  0.38
H (-0.17517, -2.01195, 3.06087)  0.21
H (1.49687, -1.51893, 3.23980)  0.43
C (-2.82652, -0.28231, -3.36792)  -1.06
C (-1.63342, -1.01989, -2.79540)  0.27
O (-1.90293, -1.45119, -1.45716)  -0.50
P (-1.48370, -0.56133, -0.17689)  0.88
O (-1.67770, -1.69825, 0.93909)  -0.11
C (-2.70006, -2.68491, 0.90587)  -0.19
C (-2.57295, -3.49631, 2.17609)  -1.30
O (-2.88476, 0.28066, -0.05953)  -0.45
C (-2.88942, 1.39783, 0.82902)  0.74
C (-4.08245, 2.25982, 0.48975)  -1.59
H (-2.63196, -0.01846, -4.40780)  0.41
H (-3.00358, 0.64431, -2.82142)  0.08
H (-3.72394, -0.90436, -3.30908)  0.35
H (-0.73639, -0.40029, -2.82396)  -0.28
H (-1.42936, -1.93389, -3.35754)  0.32
H (-2.56273, -3.31604, 0.02529)  0.24
H (-3.67847, -2.19849, 0.82727)  0.25
H (-1.56578, -3.90972, 2.24566)  0.27
H (-3.29881, -4.31446, 2.17973)  0.42
H (-2.74429, -2.86794, 3.05136)  0.28
H (-1.96589, 1.95851, 0.69163)  -0.56
H (-2.93124, 1.03658, 1.86199)  0.29
H (-3.99712, 2.61163, -0.53914)  0.28
H (-4.12270, 3.12887, 1.15083)  0.41
H (-5.01348, 1.69805, 0.59701)  0.34

Atoms 1-2, force components in eV/Å:
Mn -0.7 -0.2 -0.1
N 0.0 0.0 0.0

Properties
2S+1: 2
gap between HOMO and LUMO (alpha / beta): 6.193 / 5.752 eV
net charge: -2
HOMO energy (alpha / beta): -1.37 / -0.93 eV

=====

Record 5
C2H2Cl2 | wB97M-V/def2-TZVPD

Last column: Mulliken charge in e.
Element x y z (Å)
Cl (-0.62850, 1.02649, -1.76015)  -0.17
C (0.16558, -0.08740, -0.63797)  -0.11
C (-0.14416, -0.08201, 0.68385)  -0.19
Cl (0.59867, -0.94614, 1.93300)  -0.14
H (1.05954, -0.47034, -1.22507)  0.32
H (-1.05113, 0.55940, 1.00633)  0.29

Atoms 1-2, force components in eV/Å:
Cl -0.2 -0.4 0.6
C 1.2 0.6 0.2

Properties
SMILES: Cl/C=C/Cl
gap between HOMO and LUMO: 10.491 eV
net charge: 0
HOMO energy: -9.53 eV

=====

Record 6
C4H5NO2 | wB97M-V/def2-TZVPD

Last column: Mulliken charge in e.
Element x y z (Å)
O (3.03876, 0.00274, -0.41018)  -0.46
C (1.85560, -0.14256, -0.49250)  0.00
C (0.66870, 0.38094, 0.51150)  -0.13
C (-0.34535, 1.10713, -0.29422)  -0.41
N (-0.38901, -0.33071, -0.22849)  -0.20
C (-1.41209, -1.06747, 0.35810)  0.04
O (-2.40840, -0.58490, 0.82420)  -0.48
H (0.86277, -0.70740, -1.06475)  0.40
H (0.55808, 0.40021, 1.60198)  0.37
H (-0.02128, 1.49485, -1.26245)  0.22
H (-1.19825, 1.60095, 0.15839)  0.29
H (-1.20954, -2.15378, 0.29842)  0.37

Atoms 1-2, force components in eV/Å:
O -1.5 -0.3 -0.3
C -0.5 0.1 0.8

Properties
SMILES: O=C[C@H]1CN1C=O
gap between HOMO and LUMO: 10.159 eV
net charge: 0
HOMO energy: -9.49 eV

=====

Computed ΔE to the lowest compared entry with this formula, charge and spin (kJ/mol) in order:
130.65; 219.19; 108.59; 0.00; 37.69; 373.47
Computed E (hartree) in order:
-312.2053; -191.8265; -1209.7939; -3393.8879; -997.7514; -360.5272